Here is a cluster of 17 separate species, H32O20S in total at a distorted geometry from OMol25. Energies are from ωB97M-V/def2-TZVPD.

The geometry in ORCA input format:
```
! wB97M-V def2-TZVPD RIJCOSX def2/J DEFGRID3
* xyz -2 1
S 0.0903 -0.2218 0.0792
O 0.0383 -1.6568 -0.0438
O 0.0903 0.3252 -1.2318
O -0.9707 0.3322 0.9722
O 1.3603 0.1292 0.6392
O 3.5703 -1.0038 -0.4808
H 3.2143 -1.9028 -0.9128
H 2.7503 -0.4438 -0.0508
O 3.0363 1.4462 -2.5208
H 2.2053 1.7222 -2.8178
H 2.9043 0.9062 -1.6778
O -0.2167 -3.3248 1.9492
H -1.1537 -3.0998 2.3742
H -0.2627 -2.8928 1.1322
O 1.7903 -3.3258 -1.2038
H 1.6433 -4.2148 -1.4228
H 1.0083 -3.0188 -1.0318
O -1.0637 0.9672 3.4902
H -1.3067 1.8862 3.7562
H -1.1027 0.7032 2.5482
O 0.3313 2.3802 -2.5638
H -0.4207 2.9892 -2.6368
H 0.2163 1.7052 -1.9578
O -3.6857 -1.1678 -1.0698
H -3.5267 -0.3838 -1.4208
H -2.7517 -1.5698 -0.7218
O 2.7823 2.1702 0.7912
H 2.2043 1.1462 0.8302
H 2.1463 2.7482 0.7502
O -2.1447 0.5732 -2.5748
H -1.9797 0.2912 -3.4358
H -1.2807 0.4002 -1.9868
O -2.9617 -0.9718 1.7842
H -2.1107 -0.4648 1.7692
H -3.5527 -0.2978 1.7052
O 1.6533 1.5292 3.4142
H 1.9623 1.7102 2.5062
H 0.7543 1.5812 3.2752
O -2.4027 2.7082 0.4852
H -1.6037 1.9632 0.4162
H -2.7327 2.6322 -0.4278
O -1.6207 -3.5598 -0.7548
H -1.7167 -3.4748 -1.7848
H -1.0677 -2.7818 -0.4628
O 0.1403 3.7322 1.0862
H 0.0153 4.7072 0.7992
H -0.6797 3.1642 0.8592
O 0.4653 -0.7728 -3.6418
H 0.4863 -0.2528 -2.8468
H 1.1613 -1.3208 -3.4528
O 1.5843 -1.3808 2.9332
H 1.4233 -0.8418 2.1092
H 1.2863 -2.2038 2.6812
*
```

For the energy relative to the best compared isomer or geometry (same formula, charge and spin), the calculation gives 669.6 kJ/mol. For the HOMO energy, the calculation gives -4.2 eV. Its total energy is -1922.17823 a.u. The molecular weight is 384.30 g mol⁻¹. As for the HOMO-LUMO gap: 8.82 eV.